No. 1
{
  "formula": "C45H42GeN7O6S2W",
  "method": "wB97M-V/def2-TZVPD",
  "species": ["W", "Ge", "S", "S", "O", "O", "O", "O", "O", "O", "N", "N", "N", "N", "N", "N", "N", "C", "C", "C", "C", "C", "C", "C", "C", "C", "C", "C", "C", "C", "C", "C", "C", "C", "C", "C", "C", "C", "C", "C", "C", "C", "C", "C", "C", "C", "C", "C", "C", "C", "C", "C", "C", "C", "C", "C", "C", "C", "C", "C", "C", "C", "H", "H", "H", "H", "H", "H", "H", "H", "H", "H", "H", "H", "H", "H", "H", "H", "H", "H", "H", "H", "H", "H", "H", "H", "H", "H", "H", "H", "H", "H", "H", "H", "H", "H", "H", "H", "H", "H", "H", "H", "H", "H"],
  "positions_angstrom": [[0.755303, -1.765174, 1.118036], [-1.191379, -2.488073, -0.682771], [3.670092, -5.224020, -0.368136], [2.111547, -1.403010, -0.633022], [-2.190174, 1.101376, -1.109429], [0.346222, -3.682967, 1.995297], [5.220072, 6.081740, 1.644167], [0.211225, 0.020304, 1.077841], [-1.314471, -4.141612, 3.330576], [-1.138097, -2.206092, 2.345190], [-0.751139, -3.383227, 2.615934], [2.708325, -2.482485, 2.047582], [1.009434, -1.058434, 3.376896], [-0.945613, 5.397901, 0.165295], [3.489520, -3.449663, 1.471769], [-0.148620, 6.341349, 0.216687], [1.448885, 1.283611, -1.048686], [-3.914636, -3.264867, -0.090506], [-2.962931, -2.266201, 0.108316], [-0.833153, -4.721796, -2.510018], [-0.751366, -6.051071, -2.910952], [3.020797, 5.407812, 1.996014], [1.680324, 5.410685, 1.679053], [-5.214945, -3.109980, 0.378884], [3.469195, 6.984456, 0.224808], [-2.511117, -1.364747, -2.954855], [2.808079, -5.379022, -1.943821], [-0.883241, 2.005141, 1.653066], [2.111593, 7.008502, -0.063511], [2.951875, -3.835013, 0.356630], [3.927530, 6.174980, 1.259076], [0.088407, -0.367730, 4.046376], [-0.138220, -1.163274, -3.173548], [1.703061, 3.220166, -2.437554], [0.610315, 1.993037, -0.256459], [-1.236230, -1.549322, -2.410608], [1.220667, 6.198397, 0.621505], [-3.340247, -1.109342, 0.789738], [-0.981737, -6.746970, -0.626699], [-1.074083, -5.420843, -0.232266], [-3.208393, 2.098143, -1.050805], [2.277849, -1.034801, 3.820752], [-0.552118, 4.035734, 0.410150], [1.970115, 1.880360, -2.087176], [6.176501, 6.862887, 0.943042], [1.708125, 0.417338, 5.616488], [-4.633539, -0.952732, 1.258533], [1.821234, -3.101021, -0.236796], [-1.163901, 3.364940, 1.429699], [3.174382, -1.916838, 3.092196], [0.314506, 3.352799, -0.485874], [-1.570903, -0.409446, -4.953740], [0.882578, 3.953808, -1.634480], [-0.299883, -0.594396, -4.431156], [-0.991342, -4.383427, -1.165030], [-0.818875, -7.065970, -1.969796], [0.396923, 0.373157, 5.176467], [2.670748, -0.306813, 4.928374], [-4.433268, 1.711144, -1.853895], [-0.018211, 1.336169, 0.835056], [-2.677581, -0.801959, -4.213246], [-5.575204, -1.955106, 1.053568], [-3.390099, -1.646215, -2.387895], [5.968935, 7.929357, 1.052804], [3.305917, -6.202516, -2.452294], [-0.640459, -6.290130, -3.961057], [1.978270, 0.995177, 6.489785], [0.570118, -0.298867, -5.004096], [-1.050305, -7.533429, 0.113703], [0.653602, 4.983165, -1.874030], [-1.865909, 3.888583, 2.065491], [-5.216607, 2.462808, -1.746843], [-3.675036, -0.667741, -4.612260], [-4.914551, -0.047498, 1.782955], [-1.231709, -5.212746, 0.817536], [0.993920, 4.824452, 2.271824], [6.198917, 6.599822, -0.116826], [-0.390432, 0.899645, 5.696212], [-2.620930, -0.311678, 0.934650], [-1.699134, 0.033188, -5.932904], [2.913424, -4.481645, -2.549534], [2.148027, 3.646098, -3.325653], [-5.942479, -3.894336, 0.215317], [-4.822665, 0.750055, -1.513533], [1.287715, -3.643034, -1.003162], [3.397488, 4.822211, 2.823897], [0.866032, -1.294159, -2.794572], [1.760363, -5.635220, -1.802782], [-0.785755, -3.944991, -3.264381], [-6.586079, -1.833159, 1.420272], [-4.191453, 1.630012, -2.916289], [-1.384176, 1.471598, 2.449577], [3.704865, -0.321054, 5.242772], [-2.037095, 0.876626, -2.034581], [-0.757193, -8.101217, -2.278881], [4.166936, -2.166961, 3.449920], [-2.815178, 3.066102, -1.380519], [-3.651363, -4.174755, -0.617554], [-3.463828, 2.195865, 0.006008], [1.728883, 7.662715, -0.836450], [2.639914, 1.284333, -2.700802], [4.143271, 7.612579, -0.337633], [7.137719, 6.634295, 1.392487], [-0.922681, -0.425827, 3.671058]],
  "atomic_forces_ev_per_a": [[0.6, -0.1, 0.8], [0.0, -0.1, 0.0], [0.1, 0.0, 0.0], [0.0, 0.2, -0.2], [0.0, 0.2, -0.1], [-0.1, 0.0, 0.1], [0.0, 0.0, 0.0], [-0.4, -0.1, -0.2], [0.0, 0.0, 0.0], [0.1, 0.0, 0.0], [0.0, 0.0, -0.1], [-0.1, -0.1, -0.2], [0.0, 0.1, -0.3], [0.1, -0.1, 0.0], [-0.1, 0.1, -0.1], [0.0, 0.0, 0.1], [0.0, 0.0, 0.0], [0.0, 0.0, 0.0], [-0.1, -0.1, 0.0], [0.0, 0.0, 0.0], [0.0, 0.0, 0.0], [0.0, 0.0, 0.0], [0.0, 0.0, 0.0], [0.0, 0.0, 0.0], [0.0, 0.0, 0.0], [0.0, 0.0, 0.0], [0.0, 0.0, 0.0], [0.0, 0.1, 0.0], [0.1, 0.0, 0.0], [0.0, 0.1, 0.0], [0.0, 0.0, 0.0], [0.0, 0.1, 0.0], [0.0, 0.0, 0.0], [0.0, -0.1, 0.0], [0.0, 0.0, 0.0], [0.0, 0.1, 0.0], [-0.1, 0.0, -0.1], [0.0, 0.1, 0.0], [0.0, 0.0, 0.0], [0.0, 0.0, 0.0], [0.0, -0.1, 0.0], [0.1, -0.1, 0.1], [-0.1, 0.2, 0.1], [0.0, 0.0, 0.0], [0.0, 0.0, 0.0], [0.0, 0.0, 0.0], [0.0, 0.0, 0.0], [0.0, 0.0, -0.1], [0.0, -0.1, 0.0], [0.0, -0.1, 0.1], [0.1, 0.0, -0.1], [0.0, 0.0, 0.0], [0.0, 0.0, 0.0], [0.0, 0.0, 0.0], [-0.1, 0.0, 0.0], [0.0, 0.0, 0.0], [0.0, 0.0, 0.0], [-0.1, 0.0, 0.0], [0.0, 0.0, 0.0], [0.1, -0.1, 0.0], [0.0, 0.0, 0.0], [0.0, 0.0, 0.0], [0.0, 0.0, 0.0], [0.0, 0.0, 0.0], [0.0, 0.0, 0.0], [0.0, 0.0, 0.0], [0.0, 0.0, 0.0], [0.0, 0.0, 0.0], [0.0, 0.0, 0.0], [0.0, 0.0, 0.0], [0.0, 0.0, 0.0], [0.0, 0.0, 0.0], [0.0, 0.0, 0.0], [0.0, 0.0, 0.0], [0.0, 0.0, 0.0], [0.0, 0.0, 0.0], [0.0, 0.0, 0.0], [0.0, 0.0, 0.0], [0.0, 0.0, 0.0], [0.0, 0.0, 0.0], [0.0, 0.0, 0.0], [0.0, 0.0, 0.0], [0.0, 0.0, 0.0], [0.0, 0.0, 0.0], [0.0, 0.0, 0.1], [0.0, 0.0, 0.0], [0.0, 0.0, 0.0], [0.0, 0.0, 0.0], [0.0, 0.0, 0.0], [0.0, 0.0, 0.0], [0.0, 0.0, 0.0], [0.0, 0.0, 0.0], [0.0, 0.0, 0.0], [0.0, 0.0, 0.0], [0.0, 0.0, 0.0], [0.0, 0.0, 0.0], [0.0, 0.0, 0.0], [0.0, 0.0, 0.0], [0.0, 0.0, 0.0], [0.0, 0.0, 0.0], [0.0, 0.0, 0.0], [0.0, 0.0, 0.0], [0.0, 0.0, 0.0], [0.0, 0.0, 0.0]],
  "lowdin_charge": [1.47, 1.03, 1.00, 0.78, -0.09, -0.15, -0.07, -0.32, 0.18, -0.15, -0.49, -0.14, 0.02, 0.09, 0.01, 0.08, 0.07, -0.10, -0.32, -0.11, -0.08, 0.01, -0.02, -0.07, 0.00, -0.12, -0.36, 0.00, -0.02, -0.70, -0.28, -0.09, -0.13, -0.03, -0.15, -0.31, -0.28, -0.13, -0.07, -0.10, -0.29, -0.23, -0.24, -0.12, -0.07, -0.02, -0.08, -0.72, -0.03, -0.01, -0.09, -0.08, 0.02, -0.08, -0.32, -0.08, -0.01, 0.02, -0.07, -0.27, -0.08, -0.08, 0.10, 0.10, 0.05, 0.11, 0.12, 0.11, 0.11, 0.12, 0.13, 0.08, 0.11, 0.11, 0.09, 0.11, 0.10, 0.12, 0.08, 0.11, 0.05, 0.11, 0.11, 0.07, 0.00, 0.12, 0.03, 0.02, 0.10, 0.11, 0.07, 0.11, 0.13, 0.07, 0.11, 0.15, 0.11, 0.10, 0.11, 0.12, 0.11, 0.11, 0.09, 0.11],
  "total_charge": 1,
  "multiplicity": 1,
  "gap_ev": 5.9913
}



No. 2
{
  "formula": "C45H43ClGeN3O13P3SeY",
  "method": "wB97M-V/def2-TZVPD",
  "species": ["Y", "Se", "Ge", "Cl", "P", "P", "P", "O", "O", "O", "O", "O", "O", "O", "O", "O", "O", "O", "O", "O", "N", "N", "N", "C", "C", "C", "C", "C", "C", "C", "C", "C", "C", "C", "C", "C", "C", "C", "C", "C", "C", "C", "C", "C", "C", "C", "C", "C", "C", "C", "C", "C", "C", "C", "C", "C", "C", "C", "C", "C", "C", "C", "C", "C", "C", "C", "C", "C", "H", "H", "H", "H", "H", "H", "H", "H", "H", "H", "H", "H", "H", "H", "H", "H", "H", "H", "H", "H", "H", "H", "H", "H", "H", "H", "H", "H", "H", "H", "H", "H", "H", "H", "H", "H", "H", "H", "H", "H", "H", "H", "H"],
  "positions_angstrom": [[-0.113059, 0.260450, 0.101409], [-2.501789, -1.619840, 0.942325], [-2.254482, 0.944153, 3.192587], [8.023097, -4.603859, -3.498488], [1.466736, 2.979221, 0.429124], [2.360396, 1.367844, -2.120581], [-0.640616, -1.795261, -2.244698], [0.115794, 2.493291, -0.063465], [2.003105, 2.186639, -3.307552], [-4.772610, 0.192980, 2.010369], [1.812618, 1.856103, 1.536357], [1.347940, 0.426870, -1.488202], [-1.809377, 0.215811, 1.567047], [1.670980, 4.394457, 0.811642], [3.682724, 0.534600, -2.298848], [1.031168, -0.975592, 1.653165], [-3.540123, -1.014482, -0.168777], [-3.293011, -2.251171, 2.179342], [3.564153, -1.045063, -0.530350], [3.033436, -2.856410, 0.676945], [-1.828549, 0.860563, -1.659676], [1.249457, -2.103377, 1.922124], [2.899906, 3.943416, -1.591364], [-3.624987, -4.740818, -4.192188], [-4.837138, 1.541246, 2.168395], [0.247280, 1.454975, 4.589030], [3.258158, -4.271277, -1.948274], [3.182425, -3.334825, -3.174426], [-0.732134, -0.429209, -3.440778], [6.519345, -4.214903, -1.261241], [2.791087, 2.639789, -0.824389], [-2.992958, -2.409273, 6.428974], [-3.907882, -1.382649, 6.253775], [-1.393927, 1.852383, -3.852348], [-2.544915, -0.456639, 4.490866], [-5.899976, 2.313488, 1.719095], [-5.929095, 3.664578, 2.030731], [-0.882477, 1.769336, -5.136415], [4.252438, -3.244918, -1.282911], [-1.328316, 0.758167, -3.003002], [-4.061465, -3.858714, -3.216872], [-1.391609, -3.885335, -3.957102], [5.423699, -3.870705, -0.590151], [-0.691875, 1.998748, 3.711108], [0.864784, -3.951556, -1.569479], [5.712793, -3.257524, -3.378562], [-3.778266, 2.107714, 2.877654], [1.540775, 3.482979, 4.521085], [-2.286526, -4.752360, -4.562062], [4.113787, 2.359442, -0.116503], [-0.322454, 0.585798, -5.592319], [4.505197, -2.676542, -2.706892], [-4.919810, 4.237529, 2.793077], [-1.633697, -1.494906, 4.674480], [-1.854061, -2.466788, 5.636499], [-0.486571, 3.297111, 3.240990], [1.365333, 2.181886, 4.978586], [1.982928, -2.428333, -3.138889], [6.615129, -3.955325, -2.700557], [0.608171, 4.043416, 3.657428], [-3.684035, -0.410747, 5.287719], [-0.257931, -0.507975, -4.745662], [1.968131, -4.643550, -1.304433], [-1.824605, -2.994407, -2.973916], [0.898073, -2.741218, -2.428824], [-3.167340, -2.987958, -2.606787], [3.560653, -2.279620, -0.307133], [-3.847438, 3.458885, 3.207590], [-4.413983, 0.378370, 5.144743], [-1.937139, -5.440969, -5.320678], [1.939087, -5.485894, -0.625004], [2.519593, 4.698004, -1.000703], [0.177426, -1.436078, -5.096171], [-0.347236, -3.909933, -4.243732], [3.720170, -0.157999, -1.553059], [2.015642, -1.527800, -3.743615], [0.105008, 0.457537, 4.986361], [5.848702, -3.067594, -4.436731], [2.050356, 2.168602, 2.424595], [2.086714, 1.740657, 5.654874], [-2.191384, 1.790197, -1.477824], [-3.169867, -3.171251, 7.177282], [-4.802048, -1.342185, 6.862586], [4.537611, -1.593714, -2.801649], [-1.842767, 2.774579, -3.501529], [-4.962756, 5.286438, 3.054175], [-5.007054, -0.110475, 1.121685], [-1.177398, 3.735819, 2.531106], [2.373433, 3.778259, -2.477363], [0.069870, 0.517991, -6.597931], [4.074320, 1.378907, 0.355262], [-2.569266, 0.185022, -1.441202], [-3.055836, 3.914877, 3.788696], [2.399508, 4.060361, 4.840268], [-4.323107, -5.421739, -4.661832], [-0.080426, -4.234456, -1.118523], [3.869652, 4.141558, -1.829994], [3.837293, -5.162326, -2.195217], [-0.751085, -1.568059, 4.047146], [-0.927278, 2.634164, -5.785086], [-6.705214, 1.851507, 1.161089], [-3.518111, -2.305003, -1.844368], [4.930752, 2.338119, -0.840460], [-6.759769, 4.270287, 1.691201], [-1.144552, -3.274825, 5.760594], [3.241337, -3.824424, -4.152951], [-5.102271, -3.847080, -2.920024], [4.318413, 3.113220, 0.647666], [0.752329, 5.043509, 3.275256], [7.359757, -4.689205, -0.773420], [5.333350, -4.058502, 0.472622]],
  "atomic_forces_ev_per_a": [[-0.5, 1.2, -1.2], [-0.3, -0.1, 0.0], [-0.1, 0.1, 0.0], [0.0, 0.0, 0.0], [0.1, 0.1, -0.1], [1.0, -0.4, -0.2], [0.1, 0.0, 0.1], [-0.1, -0.1, 0.0], [-0.2, 0.1, 0.0], [-0.1, 0.0, 0.1], [0.1, -0.1, 0.1], [-0.4, 0.0, 0.3], [0.2, -0.3, 0.2], [-0.1, 0.0, 0.1], [-0.5, 1.4, -0.9], [0.7, -1.9, 0.8], [0.0, 0.0, 0.0], [0.0, 0.0, 0.0], [0.0, -0.3, 1.1], [0.1, 0.5, -0.1], [0.2, -0.2, 0.2], [0.1, 1.2, -0.5], [0.0, 0.0, 0.0], [0.0, 0.0, 0.0], [0.1, 0.0, 0.0], [0.0, 0.0, 0.0], [0.0, 0.0, 0.0], [0.0, 0.0, 0.0], [0.0, 0.0, 0.0], [0.0, 0.0, 0.0], [-0.1, 0.0, 0.1], [0.0, 0.0, 0.0], [0.0, 0.0, 0.0], [0.0, 0.0, 0.0], [0.0, 0.0, 0.0], [0.0, 0.0, 0.0], [0.0, 0.0, 0.0], [0.0, 0.0, 0.0], [0.1, 0.1, 0.0], [0.0, 0.0, -0.1], [0.0, 0.0, 0.0], [0.0, 0.0, 0.0], [0.0, 0.0, 0.0], [0.0, 0.0, 0.0], [0.0, 0.0, 0.0], [0.0, 0.0, 0.0], [0.0, 0.0, 0.0], [0.0, 0.0, 0.0], [0.0, 0.0, 0.0], [0.0, 0.0, 0.0], [0.0, 0.0, 0.0], [0.1, 0.0, 0.0], [0.0, 0.0, 0.0], [0.0, 0.0, 0.0], [0.0, 0.0, 0.0], [0.0, 0.0, 0.0], [0.0, 0.0, 0.0], [0.0, 0.0, -0.1], [0.0, 0.0, 0.0], [0.0, 0.0, 0.0], [0.0, 0.0, 0.0], [0.0, 0.0, 0.0], [0.0, 0.0, -0.1], [0.0, 0.0, 0.0], [0.0, 0.0, 0.0], [0.0, 0.0, 0.0], [-0.4, -0.8, 0.3], [0.0, 0.0, 0.0], [0.0, 0.0, 0.0], [0.0, 0.0, 0.0], [0.0, 0.0, 0.0], [0.0, 0.0, 0.0], [0.0, 0.0, 0.0], [0.0, 0.0, 0.0], [0.2, -0.7, 0.1], [0.0, 0.0, 0.0], [0.0, 0.0, 0.0], [0.0, 0.0, 0.0], [-0.1, 0.0, 0.0], [0.0, 0.0, 0.0], [0.0, 0.0, 0.0], [0.0, 0.0, 0.0], [0.0, 0.0, 0.0], [-0.1, 0.1, 0.0], [0.0, 0.0, 0.0], [0.0, 0.0, 0.0], [0.1, 0.0, -0.1], [0.0, 0.0, 0.0], [0.0, 0.0, 0.0], [0.0, 0.0, 0.0], [0.0, 0.0, 0.0], [-0.1, 0.1, 0.0], [0.0, 0.0, 0.0], [0.0, 0.0, 0.0], [0.0, 0.0, 0.0], [0.0, 0.0, 0.0], [0.0, 0.0, 0.0], [0.0, 0.0, 0.0], [0.0, 0.0, 0.0], [0.0, 0.0, 0.0], [0.0, 0.0, 0.0], [0.0, 0.0, 0.0], [0.0, 0.0, 0.0], [0.0, 0.0, 0.0], [0.0, 0.0, 0.0], [0.0, 0.0, 0.0], [0.0, 0.0, 0.0], [0.0, 0.0, 0.0], [0.0, 0.0, 0.0], [0.0, 0.0, 0.0], [0.0, 0.0, 0.0]],
  "lowdin_spin": [0.02, 0.00, 0.00, 0.00, 0.00, 0.00, 0.00, 0.00, 0.00, 0.00, 0.00, 0.00, 0.00, 0.00, 0.00, 0.31, 0.00, 0.00, 0.00, -0.01, 0.00, 0.68, 0.00, 0.00, 0.00, 0.00, 0.00, 0.00, 0.00, 0.00, 0.00, 0.00, 0.00, 0.00, 0.00, 0.00, 0.00, 0.00, 0.00, 0.00, 0.00, 0.00, 0.00, 0.00, 0.00, 0.00, 0.00, 0.00, 0.00, 0.00, 0.00, 0.00, 0.00, 0.00, 0.00, 0.00, 0.00, 0.00, 0.00, 0.00, 0.00, 0.00, 0.00, 0.00, 0.00, 0.00, 0.00, 0.00, 0.00, 0.00, 0.00, 0.00, 0.00, 0.00, 0.00, 0.00, 0.00, 0.00, 0.00, 0.00, 0.00, 0.00, 0.00, 0.00, 0.00, 0.00, 0.00, 0.00, 0.00, 0.00, 0.00, 0.00, 0.00, 0.00, 0.00, 0.00, 0.00, 0.00, 0.00, 0.00, 0.00, 0.00, 0.00, 0.00, 0.00, 0.00, 0.00, 0.00, 0.00, 0.00, 0.00],
  "total_charge": 0,
  "multiplicity": 2,
  "gap_ev": [6.8838, 7.4446],
  "s2": 0.754
}



What is the formula in the first record? C45H42GeN7O6S2W